Below is a single C5H10O2 molecule in a non-equilibrium geometry, with properties calculated with ωB97M-V/def2-TZVPD.

Frontier orbital gap (spin up / spin down), hartree: 0.3089 / 0.2894
E_LUMO (spin up / spin down), eV: 0.72 / 0.27
Total charge: 0
Max |F|, eV Å⁻¹: 1.7
HOMO (spin up / spin down), Ha: -0.283 / -0.279

Cartesian coordinates (Å):
H (1.27, -1.55, -1.24)
H (2.10, 0.81, -1.51)
O (-0.75, -1.51, 2.40)
H (-1.11, -1.15, 3.22)
C (-0.49, -0.44, 1.51)
H (1.45, -1.33, 1.14)
O (0.36, 1.64, -0.98)
C (0.64, -0.81, 0.64)
H (0.75, 0.44, -2.62)
H (-1.33, -0.15, 0.81)
C (1.04, 0.58, -1.57)
C (0.64, -0.77, -0.80)
H (-0.33, 0.48, 2.09)
H (-1.60, 1.09, -1.41)
H (-1.29, 2.16, 0.07)
C (-0.92, 1.41, -0.62)
H (-0.42, -0.87, -1.12)


Below is a single C5H10O2 molecule in a non-equilibrium geometry, with properties calculated with ωB97M-V/def2-TZVPD.

Frontier orbital gap (spin up / spin down), hartree: 0.2511 / 0.3185
E_LUMO (spin up / spin down), eV: 0.40 / 0.92
Total charge: 0
Max |F|, eV Å⁻¹: 2.8
HOMO (spin up / spin down), Ha: -0.236 / -0.285

Cartesian coordinates (Å):
H (1.37, -1.48, -1.30)
C (-2.23, -0.92, 0.77)
C (1.38, 0.42, 0.47)
O (1.74, 1.49, -1.63)
C (1.10, 1.47, -0.46)
C (0.21, -0.72, 0.09)
C (-1.05, -0.11, 0.37)
H (-2.85, -1.25, -0.08)
H (1.29, 2.08, -2.24)
H (1.28, 0.70, 1.52)
O (0.52, -1.02, -1.29)
H (-1.15, 0.97, 0.34)
H (-1.90, -1.85, 1.26)
H (2.34, -0.05, 0.28)
H (0.48, 2.33, -0.22)
H (0.35, -1.66, 0.66)
H (-2.90, -0.39, 1.46)


Below is a single C5H10O2 molecule, with properties calculated with ωB97M-V/def2-TZVPD.

Frontier orbital gap, hartree: 0.4063
E_LUMO, eV: 0.96
Total charge: 0
Structure (SMILES): C[C@@H](O)CCC=O
Max |F|, eV Å⁻¹: 0.5
HOMO, Ha: -0.371

Cartesian coordinates (Å):
C (-2.20, -0.21, -0.17)
H (2.29, -0.62, 1.17)
H (0.09, -1.53, 1.19)
H (-2.23, 0.82, 0.22)
C (1.62, -0.26, 0.37)
H (-0.21, 1.16, -1.21)
H (-0.20, 0.19, 1.41)
C (1.91, 1.21, 0.19)
H (-0.75, -1.58, -0.98)
C (-0.77, -0.57, -0.55)
C (0.16, -0.56, 0.69)
H (1.95, -0.76, -0.55)
O (1.07, 2.07, 0.06)
O (-0.30, 0.27, -1.59)
H (-2.59, -0.87, 0.61)
H (2.98, 1.49, 0.19)
H (-2.85, -0.26, -1.05)